{"formula": "C13H52F2N27O17S2", "method": "ωB97M-V/def2-TZVPD", "e_tot_ha": -4280.7207, "charge": -1, "species": ["H", "N", "H", "H", "N", "N", "H", "C", "H", "H", "H", "H", "H", "H", "O", "N", "H", "H", "O", "F", "H", "N", "N", "H", "O", "H", "N", "H", "H", "N", "H", "H", "O", "O", "N", "S", "O", "H", "H", "H", "C", "H", "N", "H", "H", "O", "N", "H", "O", "H", "H", "C", "N", "C", "H", "H", "H", "O", "H", "N", "H", "O", "O", "C", "C", "O", "S", "C", "H", "C", "N", "H", "O", "H", "C", "C", "N", "O", "C", "N", "H", "H", "N", "H", "H", "H", "N", "H", "H", "H", "H", "O", "N", "N", "O", "F", "N", "N", "N", "H", "H", "H", "C", "H", "O", "N", "H", "C", "N", "N", "H", "N", "H"], "xyz": [[0.85585, -0.67658, -6.49213], [-0.13105, -1.34859, -4.54095], [0.27584, -2.49704, 4.52311], [-1.54133, -4.30777, 3.64565], [-4.72217, 1.33917, 2.66382], [1.98320, -2.15718, 0.36831], [0.65236, -3.24496, 2.51327], [-0.94654, -0.85830, -5.52624], [-0.51955, -0.16378, -7.40912], [-1.38204, -5.30647, 1.84106], [-4.48220, 1.64174, -2.10312], [5.83016, -1.36335, 2.64467], [2.88743, -0.05157, 3.68083], [-3.74072, 1.19526, 2.48392], [2.61817, -3.96455, -0.83562], [-4.08972, 0.88117, -2.63088], [4.94344, -0.31816, -5.53540], [4.14370, -0.20189, -2.25918], [5.40779, -1.49300, 5.04940], [-0.91714, -1.47676, 2.53542], [-0.75018, 3.48957, 0.82580], [-4.32004, -1.26397, -3.33699], [-0.09767, 5.80816, 1.43075], [2.90278, -1.75093, 0.40350], [-2.51813, -3.21711, 6.40420], [-3.10839, 0.64577, -2.62884], [0.51299, -3.10637, -1.06639], [1.80481, -4.33835, 2.06817], [-4.85710, -2.06204, -3.62479], [-0.78943, -1.09082, 0.26370], [-1.65596, 5.66842, -3.22213], [2.95106, 3.07091, 1.72263], [0.32179, 0.47586, 1.99459], [-3.42626, -5.24290, 0.30480], [-1.86377, 6.11216, -2.34705], [-0.52312, 0.25985, -0.74076], [3.75448, 0.10230, 0.76644], [-1.01676, -3.62453, 1.37978], [-2.84575, -3.37555, -1.27515], [2.38015, -0.36275, -2.49505], [2.16857, 3.99044, -2.71407], [1.18794, -1.57710, 0.50108], [-2.07770, 3.96320, -1.78135], [3.32704, 5.60582, -2.95811], [0.13177, 6.70704, 1.81843], [2.46750, -0.39767, -4.92023], [-1.78272, -4.39914, 4.62217], [-0.90815, 5.80605, 0.82774], [1.89754, 4.80022, 1.79063], [5.64590, 1.70514, 0.02354], [-3.91267, -3.85990, 3.69245], [1.72828, -3.84079, 4.01931], [3.38989, -0.53962, 4.39604], [1.78639, -3.11563, -0.55785], [0.20792, -3.90440, -1.59591], [-4.40148, -2.59747, 4.76999], [4.08813, 4.22204, -2.13907], [-2.16734, 0.35313, 1.83454], [1.33633, 2.25330, -2.39955], [3.31097, 4.67322, -2.58465], [-0.30345, -2.00567, -3.79828], [-6.84338, 1.65120, 1.80646], [-2.26356, 5.57202, -0.17021], [-5.69535, 1.23203, 1.74241], [4.61939, -1.04951, 4.20130], [-2.14705, -0.68288, -5.51989], [-0.88428, -0.20035, 1.53788], [0.74919, 4.78836, 1.32412], [3.16559, -0.61385, 5.37753], [-2.11321, 5.24732, -1.34670], [4.87097, -1.16775, 2.88325], [1.52795, -3.01631, 5.72395], [0.75161, 0.33688, -1.38595], [0.70693, 3.27639, -0.08806], [3.74816, 1.33328, 0.82689], [3.42281, -0.50309, -4.15997], [-2.38888, -3.34254, -0.37910], [-6.07594, -0.11913, -2.39909], [-4.92818, -0.17019, -2.81206], [3.33935, -0.44100, -2.80586], [-3.41677, -1.44158, -2.93144], [-1.72352, 3.77826, -2.70091], [-3.68896, -3.22279, 4.43853], [4.28829, -0.83275, 2.11985], [4.72121, 3.07993, 0.39929], [-1.73290, -2.61628, -0.15861], [-1.58377, -4.44938, 1.35880], [3.09869, 2.13561, -2.25629], [-4.93668, 1.96264, 3.42730], [-1.17181, -4.78653, 5.32722], [-2.43380, 3.24932, -1.17187], [2.72935, -4.48932, 4.32944], [-5.25594, 0.44470, 0.70118], [2.92301, 2.06737, 1.58446], [-1.10219, 1.56807, -0.61558], [-1.53816, -0.36234, -1.85451], [1.07360, -3.02551, 4.82367], [1.15258, -4.07666, 2.79436], [4.71834, -0.42567, -4.56330], [0.79934, -0.96669, -4.42370], [-1.81765, 7.10724, -2.23704], [2.13301, 1.68116, 2.07797], [-2.63409, -3.58291, 5.23057], [-4.26541, 0.29250, 0.64003], [1.08080, 4.47226, -3.01091], [2.25762, 2.65935, -2.41236], [-5.85335, 0.20164, -0.07307], [-2.58525, -4.35401, 0.45673], [-0.14085, -0.60317, -6.58568], [4.75758, 2.07879, 0.30487], [5.39739, -0.54257, -3.83542], [0.20660, 3.74661, 0.64568], [-0.12009, -2.54541, -0.47706]], "forces_ev_per_angstrom": [[0.030, -0.060, -0.004], [0.550, -0.532, 2.019], [-0.028, 0.124, 0.500], [-0.026, -0.177, 0.306], [0.228, 1.319, 2.081], [0.424, 0.117, 0.359], [-0.073, -0.025, -0.408], [0.636, -0.248, 0.022], [-0.021, 0.098, 0.275], [0.073, 0.152, -0.003], [0.301, -0.052, 0.203], [-0.149, -0.164, 0.070], [-0.206, -0.002, 0.249], [-0.369, -0.128, -0.182], [0.115, 0.268, -0.455], [0.495, 0.047, -0.325], [0.124, -0.157, 0.135], [-0.306, -0.127, 0.462], [-1.227, 1.052, -0.239], [0.243, -0.061, -0.164], [0.071, 0.268, -0.475], [0.460, -0.591, -0.245], [-0.776, 1.190, 0.348], [-0.054, 0.159, 0.301], [0.067, -0.281, -0.733], [-0.121, 0.752, -0.107], [-0.270, 0.754, 0.301], [0.208, -0.124, 0.200], [-0.202, 0.087, 0.364], [0.857, 4.625, -1.434], [0.128, 0.681, -0.306], [0.128, 0.254, -0.427], [-1.439, -0.466, -1.484], [0.258, 0.866, 0.149], [-0.099, 0.170, -0.625], [-0.836, -0.488, -5.708], [-0.520, 0.157, -0.945], [0.759, -0.571, 0.580], [-0.229, 0.264, 0.281], [0.395, 0.028, 0.792], [-1.122, -1.084, 0.356], [0.301, 0.877, 0.201], [-0.534, 0.092, 0.367], [0.290, -0.013, 0.304], [0.500, -0.381, 0.348], [0.198, -0.633, 0.028], [1.273, -1.370, 0.201], [-0.267, -0.072, -0.050], [0.079, -0.112, -0.455], [-0.261, -0.447, 0.095], [-0.189, 0.243, -0.093], [2.063, -2.821, -1.038], [-0.050, -0.117, 2.162], [0.319, -1.694, -0.325], [-0.129, -0.107, 0.336], [0.120, -0.091, 0.164], [0.209, 0.389, -0.185], [0.655, 0.472, -0.890], [0.394, -0.673, 0.040], [0.642, 0.644, -0.244], [-1.117, 0.265, -0.183], [0.588, 0.140, 0.536], [-0.808, -0.036, -0.253], [-0.696, -1.272, -1.813], [1.253, -1.464, -0.777], [-0.159, -0.383, 0.201], [-0.163, -1.092, 7.184], [1.237, 0.585, 0.491], [-0.833, 0.622, -0.332], [0.687, -0.066, 0.354], [1.416, -0.167, -1.285], [-0.653, 0.657, 0.174], [0.014, -1.238, 0.901], [0.118, -0.171, 0.363], [0.719, 0.059, 1.706], [0.694, 1.907, 0.029], [-0.783, 1.410, -1.401], [-0.709, -0.090, -0.773], [-0.694, 0.124, 1.545], [-1.293, -0.581, -0.497], [0.201, -0.157, -0.641], [-0.087, -0.506, 0.079], [-0.024, 0.066, -0.473], [0.112, 0.034, 0.607], [0.006, -0.064, 0.164], [-0.665, -0.064, -0.344], [-0.038, 0.719, 0.955], [-0.130, -0.049, 0.002], [0.064, -0.046, -0.092], [0.636, -0.045, -0.767], [0.299, -0.108, -0.168], [-0.514, 0.793, 0.447], [-0.015, 0.162, -0.201], [-1.006, 0.024, 0.537], [-0.340, -1.028, 1.830], [0.929, 0.004, 0.357], [0.156, 0.550, 1.130], [-0.998, 0.849, -0.798], [0.038, -0.359, -0.227], [-0.031, -0.012, -0.712], [0.099, -0.141, 0.187], [0.003, -0.499, -0.521], [-1.944, 1.685, 1.387], [-0.064, -0.295, -0.237], [0.292, 0.357, -0.277], [-0.735, 0.538, -0.014], [-0.005, 0.231, -0.059], [-0.510, -3.372, -0.397], [-0.060, 0.744, -1.563], [0.545, 1.003, -1.258], [0.510, -0.075, -0.549], [-0.275, -1.213, -0.180], [0.643, -1.211, -1.424]], "lowdin_charge": [0.068, 0.135, 0.087, 0.051, 0.150, 0.178, 0.036, -0.683, 0.101, 0.112, 0.100, 0.103, 0.080, 0.046, 0.028, 0.164, 0.108, 0.094, -0.004, -0.195, 0.090, 0.162, 0.179, 0.078, 0.002, 0.060, 0.154, 0.099, 0.107, -0.304, 0.094, 0.071, -0.255, 0.017, 0.173, 0.604, -0.038, 0.042, 0.116, 0.065, -0.695, 0.020, 0.171, 0.110, 0.111, 0.013, 0.156, 0.035, -0.021, 0.103, 0.094, -0.707, 0.163, -0.693, 0.111, 0.102, 0.089, -0.252, 0.074, 0.165, 0.080, 0.016, -0.008, -0.689, -0.702, 0.028, 0.488, -0.663, 0.107, -0.654, 0.154, 0.124, -0.258, 0.075, -0.645, -0.642, 0.166, 0.014, -0.689, 0.180, 0.063, 0.098, 0.157, 0.034, 0.098, 0.012, 0.157, 0.073, 0.106, 0.113, 0.079, 0.019, 0.158, 0.203, -0.264, -0.205, 0.179, 0.152, 0.157, 0.035, 0.111, 0.075, -0.715, 0.061, 0.011, 0.171, 0.078, -0.688, 0.146, 0.157, 0.094, 0.162, 0.004]}